# 1
This record from OMol25 describes a structure of composition C10H15CaClN5O4 at a distorted geometry. The level of theory is wB97M-V/def2-TZVPD.

Properties
Orbital gap: 9.21 eV
E_HOMO: -11.664 eV

Structure (ORCA input):
```
! wB97M-V def2-TZVPD RIJCOSX def2/J DEFGRID3
* xyz 1 1
C 4.45 1.20 2.16
H -3.68 -2.46 -1.74
C -3.94 -1.41 -1.89
O 1.04 -2.07 0.88
H 2.02 1.52 -4.05
H 0.72 0.78 -4.93
N -2.39 -0.03 -0.35
C -1.35 -0.99 3.54
H -0.10 3.93 -3.11
O -0.89 -3.11 0.13
H 4.89 0.23 1.94
H -1.59 -1.17 5.69
Ca -0.10 0.13 0.52
N 0.09 2.50 -0.27
H -3.89 -1.12 -2.93
N -1.11 -0.45 2.57
C -0.51 4.20 -2.14
H 4.64 1.38 3.21
N 1.89 0.89 1.74
H -0.79 -2.51 4.77
N 0.55 -0.23 -1.90
H -4.98 -1.35 -1.54
C 3.01 1.05 1.92
C 0.94 0.13 -2.91
H 4.85 1.99 1.53
C -0.16 3.26 -1.09
H 2.13 -0.11 -4.67
O 1.15 -4.28 -0.02
H -2.49 -2.31 4.67
C -3.10 -0.59 -1.04
O 0.21 -3.90 2.09
H -1.60 4.21 -2.28
C 1.47 0.59 -4.15
C -1.56 -1.74 4.77
Cl 0.38 -3.38 0.76
H -0.19 5.21 -1.90
*
```

---

# 2
This record from OMol25 describes the molecule C3H3N3 at a distorted geometry. The level of theory is wB97M-V/def2-TZVPD.

Properties
Orbital gap: 9.98 eV
E_HOMO: -10.212 eV

Structure (ORCA input):
```
! wB97M-V def2-TZVPD RIJCOSX def2/J DEFGRID3
* xyz 0 1
N -0.40 0.38 1.27
N -1.15 0.75 0.20
N 0.67 -0.48 1.13
C 1.03 -0.84 -0.06
H 1.64 -1.82 -0.07
C 0.48 -0.23 -1.20
C -0.67 0.54 -1.06
H -1.21 0.83 -1.92
H 0.78 -0.37 -2.30
*
```

---

# 3
This record from OMol25 describes a cluster of 3 separate species, C22H47N3O4P in total. The level of theory is wB97M-V/def2-TZVPD.

Properties
Orbital gap (spin up / spin down): 6.87 / 8.13 eV
E_HOMO (spin up / spin down): -9.967 / -11.228 eV

Structure (ORCA input):
```
! wB97M-V def2-TZVPD RIJCOSX def2/J DEFGRID3
* xyz 1 3
H -4.27 -3.49 -0.61
H 2.99 1.21 1.00
H -2.22 2.76 4.12
H 3.14 1.53 3.63
H -1.51 -0.94 1.00
C 4.74 0.63 -1.74
C 2.40 2.29 3.87
H 4.02 3.43 0.60
C -3.98 -3.45 -3.31
H 0.05 3.11 5.16
C 3.99 1.31 0.56
H -2.80 -3.91 -5.05
H 2.70 2.82 4.77
C -0.08 2.60 4.20
H -3.76 -0.29 -4.74
H -5.32 -1.20 -4.10
H -1.38 -1.84 -4.95
O 8.49 0.87 -1.48
N 0.82 0.78 2.79
C 1.06 1.58 4.05
H -5.89 -3.35 -1.30
H 1.60 1.25 6.09
C -2.32 -0.98 -3.22
H 4.72 1.22 1.36
H -4.89 -3.96 -3.64
C -4.41 -2.28 -2.41
H 6.19 1.98 -2.50
C -1.94 -2.20 -4.08
C -1.06 -0.35 -2.62
C -3.00 0.10 -4.06
H -5.66 -0.51 -2.51
C -0.52 0.13 2.57
H -1.67 1.33 4.95
H -2.58 0.67 2.76
H -1.27 -2.83 -3.50
H -2.25 0.59 -4.68
P 7.33 1.10 -0.62
O 5.27 2.84 -0.88
C 1.17 0.67 5.28
H -3.76 -2.46 -5.23
C 4.06 2.64 -0.16
H 4.85 -0.50 -0.01
C -4.96 -2.82 -1.09
C -1.46 1.97 4.09
H -0.48 -1.08 -2.06
H -0.94 -0.78 4.54
C -0.72 -1.06 3.51
H 0.15 -1.72 3.51
H 5.14 -0.23 -2.28
H -3.41 -4.16 -2.71
H 7.43 2.07 0.40
H -6.44 -2.01 -3.03
H 0.03 3.35 3.42
C 5.81 1.69 -1.51
N 4.19 0.16 -0.42
H -1.57 -1.64 3.15
H -3.46 0.85 -3.43
H -1.60 1.88 1.94
H 3.91 1.04 -2.31
H 3.32 -0.34 -0.56
O 1.32 1.30 1.73
H -5.18 -2.00 -0.41
H -0.53 0.40 0.41
C -5.51 -1.44 -3.06
H 1.82 -0.18 5.08
H 6.88 -0.05 0.08
O -2.52 -1.90 -1.10
N -3.18 -1.46 -2.09
H -1.33 0.47 -1.95
H 0.25 -1.09 0.96
H 3.20 2.77 -0.82
H 0.21 0.30 5.63
C -0.57 -0.40 1.15
H 2.33 3.00 3.05
H -0.46 0.05 -3.43
C -1.61 1.19 2.79
C -3.15 -3.02 -4.52
*
```

---

What did the third record say?
This record from OMol25 describes a cluster of 3 separate species, C22H47N3O4P in total. The level of theory is wB97M-V/def2-TZVPD.

Properties
Orbital gap (spin up / spin down): 6.87 / 8.13 eV
E_HOMO (spin up / spin down): -9.967 / -11.228 eV

Structure (ORCA input):
```
! wB97M-V def2-TZVPD RIJCOSX def2/J DEFGRID3
* xyz 1 3
H -4.27 -3.49 -0.61
H 2.99 1.21 1.00
H -2.22 2.76 4.12
H 3.14 1.53 3.63
H -1.51 -0.94 1.00
C 4.74 0.63 -1.74
C 2.40 2.29 3.87
H 4.02 3.43 0.60
C -3.98 -3.45 -3.31
H 0.05 3.11 5.16
C 3.99 1.31 0.56
H -2.80 -3.91 -5.05
H 2.70 2.82 4.77
C -0.08 2.60 4.20
H -3.76 -0.29 -4.74
H -5.32 -1.20 -4.10
H -1.38 -1.84 -4.95
O 8.49 0.87 -1.48
N 0.82 0.78 2.79
C 1.06 1.58 4.05
H -5.89 -3.35 -1.30
H 1.60 1.25 6.09
C -2.32 -0.98 -3.22
H 4.72 1.22 1.36
H -4.89 -3.96 -3.64
C -4.41 -2.28 -2.41
H 6.19 1.98 -2.50
C -1.94 -2.20 -4.08
C -1.06 -0.35 -2.62
C -3.00 0.10 -4.06
H -5.66 -0.51 -2.51
C -0.52 0.13 2.57
H -1.67 1.33 4.95
H -2.58 0.67 2.76
H -1.27 -2.83 -3.50
H -2.25 0.59 -4.68
P 7.33 1.10 -0.62
O 5.27 2.84 -0.88
C 1.17 0.67 5.28
H -3.76 -2.46 -5.23
C 4.06 2.64 -0.16
H 4.85 -0.50 -0.01
C -4.96 -2.82 -1.09
C -1.46 1.97 4.09
H -0.48 -1.08 -2.06
H -0.94 -0.78 4.54
C -0.72 -1.06 3.51
H 0.15 -1.72 3.51
H 5.14 -0.23 -2.28
H -3.41 -4.16 -2.71
H 7.43 2.07 0.40
H -6.44 -2.01 -3.03
H 0.03 3.35 3.42
C 5.81 1.69 -1.51
N 4.19 0.16 -0.42
H -1.57 -1.64 3.15
H -3.46 0.85 -3.43
H -1.60 1.88 1.94
H 3.91 1.04 -2.31
H 3.32 -0.34 -0.56
O 1.32 1.30 1.73
H -5.18 -2.00 -0.41
H -0.53 0.40 0.41
C -5.51 -1.44 -3.06
H 1.82 -0.18 5.08
H 6.88 -0.05 0.08
O -2.52 -1.90 -1.10
N -3.18 -1.46 -2.09
H -1.33 0.47 -1.95
H 0.25 -1.09 0.96
H 3.20 2.77 -0.82
H 0.21 0.30 5.63
C -0.57 -0.40 1.15
H 2.33 3.00 3.05
H -0.46 0.05 -3.43
C -1.61 1.19 2.79
C -3.15 -3.02 -4.52
*
```